# 1
The molecule C19H25N3O3, computed with ωB97M-V/def2-TZVPD.

As for the LUMO energy: 0.51 eV. The gap between HOMO and LUMO is 8.66 eV. As for the HOMO energy: -8.15 eV. Its structure (SMILES) is C=CCOc1ccc(/C=N/NC(=O)CC(=O)NC2CCCCC2)cc1.

Element x y z (Å)
C  6.17353  3.01963  -0.17649
C  7.04298  2.34723  0.55234
C  7.38844  0.89578  0.36601
O  6.60892  0.21322  -0.58959
C  5.31848  -0.09434  -0.30122
C  4.63036  -0.80028  -1.29520
C  3.32148  -1.17257  -1.11102
C  2.65064  -0.85514  0.07545
C  3.34189  -0.15163  1.06021
C  4.65770  0.22826  0.88132
H  5.15452  0.78644  1.65916
H  2.83918  0.10570  1.98149
C  1.27134  -1.23261  0.29709
N  0.63486  -1.87592  -0.60205
N  -0.65991  -2.26048  -0.46602
C  -1.56110  -2.01808  0.52067
O  -1.33366  -1.37501  1.53030
C  -2.94089  -2.57448  0.23445
H  -2.94556  -3.30761  -0.56988
H  -3.33563  -3.02036  1.14778
C  -3.84600  -1.39336  -0.16322
O  -4.37824  -1.34260  -1.25070
N  -3.96238  -0.48862  0.82262
H  -3.30760  -0.57920  1.58930
C  -4.64214  0.79310  0.68367
C  -3.96622  1.67118  -0.37340
C  -4.67168  3.01964  -0.47106
C  -6.14612  2.82458  -0.80996
C  -6.82070  1.94594  0.23887
C  -6.11816  0.59550  0.33477
H  -6.59204  -0.02601  1.09758
H  -6.18462  0.07385  -0.61989
H  -6.78449  2.44659  1.20999
H  -7.87011  1.79456  -0.02033
H  -6.23024  2.34622  -1.78762
H  -6.64728  3.79327  -0.86340
H  -4.18955  3.63110  -1.23618
H  -4.58400  3.54638  0.48273
H  -2.91359  1.80996  -0.11435
H  -4.01698  1.15693  -1.33414
H  -4.57011  1.28605  1.65998
H  -0.97787  -2.75765  -1.28870
H  0.83717  -0.93597  1.24909
H  2.78844  -1.71505  -1.87506
H  5.15834  -1.04012  -2.20495
H  7.35378  0.37690  1.33558
H  8.41492  0.82129  -0.01296
H  7.59458  2.82403  1.35164
H  5.97400  4.06220  -0.00066
H  5.62499  2.55456  -0.97860

Atomic forces in eV per Å
C -0.018 0.073 -0.037
C 0.096 -0.284 -0.075
C 0.193 0.099 0.184
O -0.088 0.025 -0.177
C -0.387 -0.170 0.067
C 0.214 0.123 0.061
C -0.036 0.089 0.209
C 0.709 0.186 -0.134
C -0.324 -0.275 -0.284
C 0.475 0.086 -0.034
H 0.045 0.042 0.024
H -0.062 0.025 0.095
C -0.782 -0.075 0.389
N 0.553 0.140 -0.182
N -0.298 -0.263 -0.204
C -0.093 -0.250 -0.017
O 0.267 0.071 0.162
C -0.059 0.210 -0.137
H -0.075 0.080 0.020
H 0.130 -0.039 -0.016
C 0.265 -0.507 0.305
O -0.190 0.030 -0.410
N 0.003 0.294 0.435
H -0.042 -0.078 -0.116
C -0.143 -0.101 -0.487
C 0.018 0.171 0.264
C -0.019 -0.134 -0.258
C -0.001 0.188 0.281
C -0.005 -0.127 -0.245
C -0.038 0.195 0.264
H 0.011 -0.064 -0.012
H -0.011 -0.041 0.021
H -0.064 0.058 0.062
H -0.039 0.030 0.083
H -0.035 0.006 -0.096
H -0.028 -0.002 -0.087
H 0.034 0.068 0.061
H 0.019 0.095 0.035
H 0.025 -0.050 -0.023
H 0.042 -0.039 -0.020
H -0.002 -0.041 -0.062
H 0.012 0.149 0.328
H -0.142 -0.088 -0.093
H -0.015 -0.059 -0.111
H 0.054 -0.037 -0.108
H 0.002 0.020 -0.128
H -0.137 -0.031 0.144
H 0.032 0.144 0.097
H 0.022 0.206 0.082
H -0.088 -0.148 -0.123

Results of the natural (NBO) charge analysis, in e, for atoms 1 through 6: -0.38, -0.22, -0.11, -0.49, 0.31, -0.26

# 2
C19H25N3SSiZr as an isolated structure in a non-equilibrium geometry, computed with ωB97M-V/def2-TZVPD.

As for the net charge: +2. As for the LUMO energy: -8.43 eV. The gap between HOMO and LUMO is 4.23 eV. As for the HOMO energy: -12.66 eV.

Element x y z (Å)
C  0.73048  1.55043  1.43345
C  1.13651  1.97406  0.12403
C  -0.05571  2.17255  -0.65978
H  2.14617  2.25766  -0.15755
C  -1.18543  1.81993  0.14641
C  -0.70236  1.42285  1.43676
H  -1.32135  1.30620  2.32608
H  1.36881  1.49248  2.31281
H  -0.10146  2.63074  -1.64543
H  -2.23548  1.98306  -0.09767
Zr  0.14158  -0.18105  -0.17163
C  -0.36522  -0.65471  -2.30985
H  -1.32249  -0.19772  -2.57968
H  -0.44130  -1.74153  -2.43969
H  0.40191  -0.26736  -2.98652
Si  -0.49962  -1.93397  -5.89623
C  1.23945  -1.76518  -6.51032
C  1.89713  -0.54525  -6.28269
H  1.36068  0.28370  -5.81214
C  3.23727  -0.39602  -6.65049
H  3.73743  0.55184  -6.45812
C  3.92453  -1.44758  -7.25789
H  4.96816  -1.32590  -7.53996
C  3.26466  -2.65649  -7.50677
H  3.79952  -3.47443  -7.98507
C  1.92536  -2.81871  -7.14201
H  1.40273  -3.75860  -7.33725
C  -1.51848  -0.49050  -6.47017
C  -1.32544  0.15804  -7.70446
H  -0.57108  -0.20801  -8.40660
C  -2.08524  1.28939  -8.02113
H  -1.91277  1.80471  -8.96532
C  -3.04746  1.76745  -7.12941
H  -3.62593  2.65598  -7.36920
C  -3.26783  1.09904  -5.92069
H  -4.01189  1.46637  -5.21769
C  -2.52805  -0.04188  -5.60183
H  -2.70521  -0.58259  -4.66735
H  -0.58334  -2.24048  -4.44834
H  -1.09987  -3.11979  -6.56403
N  -1.20499  -1.48706  1.10657
N  -0.63738  -1.27659  2.41748
C  0.70449  -1.48384  2.53548
N  1.16144  -1.63954  3.79304
S  1.80521  -1.44413  1.22280
H  -1.16506  -2.49104  0.87604
H  -2.19537  -1.21543  1.11047
H  -1.26176  -1.62492  3.15073
H  2.16239  -1.71545  3.96067
H  0.52818  -1.59933  4.57662

Atomic forces in eV per Å
C -0.745 0.929 -0.294
C -1.121 0.564 0.663
C -0.200 0.321 0.545
H -0.123 -0.289 -0.102
C 0.746 0.699 0.236
C 0.612 1.302 -0.262
H 0.215 -0.288 -0.376
H -0.077 -0.296 -0.365
H 0.033 -0.406 0.133
H 0.336 -0.313 -0.159
Zr -0.115 -1.068 -2.250
C 0.230 0.746 1.380
H 0.029 -0.037 -0.195
H 0.111 -0.003 0.086
H -0.039 -0.074 -0.185
Si -0.335 -0.960 -1.423
C 0.324 0.097 0.191
C 0.468 -0.431 -0.139
H 0.165 -0.155 -0.178
C -0.165 0.115 0.078
H -0.023 -0.197 -0.108
C -0.368 -0.140 0.081
H -0.217 -0.032 0.040
C -0.076 0.110 0.032
H -0.111 0.166 0.063
C 0.139 0.389 0.197
H 0.236 0.266 0.039
C -0.290 0.303 0.498
C -0.137 0.178 0.408
H -0.198 0.168 0.260
C 0.063 -0.227 0.033
H -0.091 -0.136 0.206
C 0.161 -0.288 0.253
H 0.114 -0.154 0.019
C -0.011 -0.115 -0.044
H 0.011 -0.029 -0.197
C 0.250 0.543 -0.438
H -0.034 0.236 -0.209
H -0.065 0.301 0.019
H 0.145 -0.121 0.181
N -0.063 -0.337 0.589
N -0.857 -1.088 -0.393
C 0.827 0.027 1.847
N -0.329 0.218 -1.681
S 0.188 -0.817 0.445
H -0.088 0.220 0.020
H 0.275 0.031 0.235
H 0.426 0.185 -0.019
H -0.330 0.018 0.001
H 0.108 -0.131 0.240

Results of the natural (NBO) charge analysis, in e, for atoms 1 through 6: -0.30, -0.37, -0.32, 0.30, -0.34, -0.37

# 3
The molecule C19H25NO2, computed with ωB97M-V/def2-TZVPD.

As for the LUMO energy: 0.79 eV. The gap between HOMO and LUMO is 9.03 eV. As for the HOMO energy: -8.23 eV. Its structure (SMILES) is COc1ccccc1CCN[C@@H](C)CCc1ccc(O)cc1.

Element x y z (Å)
C  -1.36914  -1.35015  -5.21278
O  -1.65620  -1.21343  -3.84446
C  -2.96533  -1.16837  -3.45078
C  -4.04539  -1.20862  -4.32276
C  -5.33987  -1.15313  -3.83161
C  -5.56813  -1.06037  -2.47308
C  -4.49040  -1.02480  -1.60317
C  -3.18849  -1.08065  -2.06797
C  -2.02466  -1.01170  -1.12375
H  -1.21240  -1.63555  -1.50156
H  -2.31708  -1.37305  -0.13703
C  -1.52358  0.42889  -0.98523
N  -0.44443  0.48768  -0.01847
H  0.25744  -0.20057  -0.27926
C  0.19941  1.78843  0.09771
C  1.50768  1.62628  0.88120
H  2.16250  0.94168  0.33424
H  2.01745  2.59020  0.93600
C  1.29362  1.07538  2.29669
C  2.60864  0.69924  2.91431
C  3.14745  -0.56506  2.71980
C  4.37762  -0.90627  3.25123
C  5.09735  0.02266  3.99135
C  4.56923  1.29334  4.19167
C  3.34000  1.62017  3.65516
H  2.93826  2.60980  3.81845
H  5.13634  2.00562  4.76972
O  6.31323  -0.26795  4.53587
H  6.55365  -1.17768  4.32380
H  4.78239  -1.89821  3.09373
H  2.59544  -1.29758  2.14829
H  0.64159  0.20384  2.23042
H  0.80171  1.83064  2.90947
C  -0.74268  2.78060  0.78122
H  -0.19358  3.66821  1.08496
H  -1.53708  3.08703  0.10593
H  -1.19147  2.31930  1.65569
H  0.45869  2.19430  -0.90270
H  -1.21769  0.80428  -1.97834
H  -2.34314  1.05731  -0.62639
H  -4.66023  -0.95560  -0.53848
H  -6.57657  -1.01740  -2.09063
H  -6.16875  -1.18365  -4.52332
H  -3.89314  -1.28029  -5.38835
H  -1.73855  -0.49644  -5.79086
H  -1.78791  -2.27496  -5.62336
H  -0.28270  -1.38639  -5.28381

Atomic forces in eV per Å
C 0.064 -0.017 -0.262
O -0.196 0.032 0.385
C -0.139 0.001 0.112
C 0.268 -0.010 -0.204
C -0.089 0.007 0.091
C -0.172 0.016 -0.045
C 0.078 -0.017 -0.121
C 0.231 -0.096 -0.089
C 0.008 0.316 -0.041
H 0.026 -0.037 0.093
H 0.013 -0.037 -0.006
C -0.027 -0.119 -0.018
N 0.203 -0.196 -0.093
H -0.036 0.044 0.004
C 0.180 0.265 0.039
C -0.418 -0.073 -0.027
H 0.067 0.011 -0.031
H 0.069 0.004 -0.049
C 0.213 0.032 -0.240
C -0.153 0.012 0.084
C -0.006 0.129 0.057
C 0.183 -0.013 0.072
C -0.279 0.012 -0.151
C 0.310 -0.177 0.078
C -0.001 -0.151 -0.050
H -0.058 0.117 0.026
H 0.065 0.096 0.076
O 0.182 -0.039 0.088
H -0.060 0.124 0.015
H 0.031 -0.078 -0.007
H -0.076 -0.088 -0.060
H -0.046 0.045 0.107
H -0.097 -0.034 0.056
C 0.156 -0.161 -0.265
H 0.019 0.150 0.034
H -0.117 0.072 -0.008
H -0.068 -0.024 0.147
H -0.052 -0.084 0.177
H -0.094 0.003 0.093
H -0.011 -0.024 -0.092
H 0.006 -0.003 0.134
H -0.087 0.001 0.031
H -0.061 -0.004 -0.052
H 0.053 -0.008 -0.083
H 0.000 -0.048 0.025
H 0.002 0.050 0.017
H -0.085 -0.001 -0.050

Results of the natural (NBO) charge analysis, in e, for atoms 1 through 6: -0.25, -0.52, 0.37, -0.31, -0.20, -0.24

# 4
The molecule C19H25NO3 in a non-equilibrium geometry, computed with ωB97M-V/def2-TZVPD.

As for the LUMO energy: 0.66 eV. The gap between HOMO and LUMO is 9.06 eV. As for the HOMO energy: -8.40 eV. Its structure (SMILES) is CCCNC(=O)c1ccc(COc2ccc(C(C)(C)C)cc2)o1.

Element x y z (Å)
C  3.83369  4.69193  -1.48819
H  3.38834  5.68251  -1.43932
C  4.27110  4.24031  -0.09922
H  4.94246  4.98577  0.32983
H  3.40030  4.15632  0.55303
C  5.00355  2.89577  -0.12035
N  4.15081  1.80569  -0.53214
C  3.66215  0.89931  0.35114
O  3.96540  0.88461  1.52709
C  2.73888  -0.08666  -0.25047
C  2.22213  -0.24373  -1.51404
C  1.38240  -1.37468  -1.46376
C  1.44115  -1.82930  -0.17459
O  2.25260  -1.05476  0.55653
C  0.75924  -2.98437  0.49143
O  -0.51350  -3.24772  -0.04600
C  -1.49531  -2.30267  0.10033
C  -2.71931  -2.60426  -0.49335
C  -3.77553  -1.72513  -0.40282
C  -3.66251  -0.51290  0.27710
C  -2.43880  -0.22918  0.86402
C  -1.36532  -1.10343  0.78320
H  -0.43957  -0.82607  1.26202
H  -2.28874  0.69057  1.40533
C  -4.85785  0.42464  0.34667
C  -5.27132  0.81712  -1.07878
H  -6.11645  1.50177  -1.04915
H  -4.44508  1.30983  -1.58713
H  -5.55894  -0.05332  -1.66157
C  -4.55615  1.70762  1.12580
H  -4.28407  1.48538  2.15487
H  -3.75177  2.26993  0.65734
H  -5.44240  2.33893  1.14172
C  -6.01941  -0.29667  1.04452
H  -5.72539  -0.59801  2.04770
H  -6.31978  -1.18539  0.49676
H  -6.88027  0.36440  1.12050
H  -4.70700  -1.99643  -0.87596
H  -2.81779  -3.53993  -1.02107
H  1.32567  -3.90745  0.32101
H  0.71441  -2.80091  1.57372
H  0.80637  -1.79361  -2.26283
H  2.40599  0.36007  -2.37994
H  3.82677  1.79952  -1.48372
H  5.35102  2.64849  0.88517
H  5.86396  2.94968  -0.79521
H  3.09342  4.01281  -1.90559
H  4.68669  4.73402  -2.16269

Atomic forces in eV per Å
C 0.052 0.006 0.279
H -0.076 0.068 -0.099
C 0.123 -0.178 -0.179
H -0.003 0.028 0.070
H 0.031 0.016 0.095
C -0.012 0.262 0.314
N 0.004 0.110 -0.307
C 0.029 -0.067 -0.039
O -0.071 -0.088 0.179
C -0.211 0.107 -0.802
C 0.373 0.183 0.714
C -0.055 -0.398 0.596
C -0.345 -0.134 -0.947
O 0.096 0.003 0.445
C 0.346 0.023 0.302
O -0.171 0.060 -0.163
C -0.222 0.114 0.019
C 0.211 -0.085 0.012
C 0.113 -0.032 0.020
C 0.063 0.123 0.080
C -0.208 -0.004 -0.060
C 0.319 -0.269 0.028
H 0.111 0.010 0.038
H -0.021 0.117 0.054
C -0.141 0.119 0.007
C 0.039 -0.024 0.186
H -0.120 0.079 -0.018
H 0.067 0.057 -0.084
H -0.042 -0.092 -0.101
C -0.018 -0.239 -0.132
H 0.065 0.028 0.134
H 0.113 0.098 -0.003
H -0.078 0.054 0.001
C 0.130 0.113 -0.076
H -0.004 -0.047 0.113
H -0.061 -0.120 -0.046
H -0.129 0.065 0.006
H -0.115 -0.023 -0.050
H -0.020 -0.118 -0.071
H -0.088 0.180 0.112
H 0.005 -0.032 -0.109
H -0.163 -0.127 -0.125
H 0.088 0.181 -0.131
H -0.035 -0.129 0.067
H 0.063 0.017 -0.179
H -0.002 -0.001 0.082
H -0.101 -0.042 -0.105
H 0.071 0.028 -0.126

Results of the natural (NBO) charge analysis, in e, for atoms 1 through 6: -0.61, 0.22, -0.40, 0.20, 0.21, -0.23